# 1
2 unconnected molecules or ions with the total composition C21H27N4 at a distorted geometry, computed with ωB97M-V/def2-TZVPD.

Values from the calculation:
Largest force on an atom, eV/Å: 2.10
Net charge: +1
Gap between HOMO and LUMO, hartree: 0.2554
ΔE to the lowest compared entry with this formula, charge and spin, kcal/mol: 14.5

Positions of all 52 atoms, in Å:
C (4.446, -1.253, 0.409)
N (3.670, -0.093, -0.002)
C (4.398, 1.159, -0.177)
C (2.374, -0.196, -0.269)
C (1.600, 0.868, -0.765)
C (0.227, 0.808, -0.875)
C (-0.567, 1.806, -1.541)
C (-1.964, 1.610, -1.704)
C (-2.741, 2.520, -2.413)
C (-2.158, 3.667, -2.974)
C (-0.782, 3.889, -2.819)
C (0.006, 2.978, -2.119)
H (5.411, -0.896, 0.775)
H (3.918, -1.796, 1.203)
H (4.613, -1.947, -0.429)
H (5.378, 1.027, 0.288)
H (4.538, 1.409, -1.240)
H (3.866, 1.989, 0.306)
H (1.903, -1.174, -0.098)
H (2.127, 1.755, -1.126)
H (-0.277, -0.107, -0.554)
H (-2.405, 0.714, -1.262)
H (-3.809, 2.341, -2.528)
H (-2.769, 4.382, -3.528)
H (-0.325, 4.783, -3.247)
H (1.079, 3.152, -2.025)
C (0.186, -4.399, -1.848)
C (0.675, -4.423, -0.535)
C (0.084, -3.616, 0.441)
C (-0.978, -2.772, 0.094)
C (-1.586, -1.855, 1.136)
N (-1.145, -0.488, 0.979)
C (-1.518, 0.306, 1.957)
N (-1.145, 1.608, 2.113)
C (-1.677, 2.193, 3.317)
C (-2.574, 1.098, 3.882)
N (-2.335, -0.009, 2.990)
C (-1.486, -2.766, -1.207)
C (-0.895, -3.573, -2.185)
H (0.643, -5.033, -2.609)
H (1.511, -5.071, -0.263)
H (0.435, -3.619, 1.477)
H (-2.691, -1.916, 1.033)
H (-1.305, -2.258, 2.128)
H (-0.485, 2.056, 1.491)
H (-0.875, 2.432, 4.020)
H (-2.245, 3.097, 3.095)
H (-2.311, 0.820, 4.906)
H (-3.631, 1.384, 3.860)
H (-2.778, -0.914, 3.080)
H (-2.338, -2.121, -1.439)
H (-1.292, -3.555, -3.201)

# 2
A molecular structure, C54H32CdCl4N7Se at a distorted geometry, computed with ωB97M-V/def2-TZVPD.

Values from the calculation:
Largest force on an atom, eV/Å: 4.17
Net charge: -1
Gap between HOMO and LUMO (alpha / beta), hartree: 0.2073 / 0.2073
ΔE to the lowest compared entry with this formula, charge and spin, kcal/mol: 47.4

Positions of all 99 atoms, in Å:
Cd (13.647, 13.249, 11.029)
Cl (6.949, 20.234, 10.537)
C (8.154, 18.965, 10.740)
C (8.248, 18.023, 9.763)
C (9.155, 16.972, 9.915)
C (10.006, 16.939, 11.028)
C (9.827, 17.944, 11.972)
C (8.908, 19.011, 11.863)
C (10.986, 15.899, 11.285)
C (10.526, 14.626, 11.370)
C (9.077, 14.265, 11.322)
C (9.048, 12.942, 11.416)
C (10.430, 12.483, 11.528)
C (10.796, 11.125, 11.687)
C (9.672, 10.206, 11.622)
C (9.438, 9.294, 12.602)
C (8.422, 8.375, 12.545)
C (7.697, 8.274, 11.327)
Cl (6.209, 7.263, 11.254)
C (7.914, 9.196, 10.306)
C (8.926, 10.120, 10.426)
C (12.080, 10.634, 11.979)
N (13.171, 11.455, 12.185)
C (14.278, 10.579, 12.346)
C (15.580, 10.885, 12.565)
C (16.653, 9.807, 12.588)
C (16.716, 8.922, 13.645)
C (17.853, 8.087, 13.814)
C (18.823, 8.084, 12.800)
Cl (20.301, 7.165, 13.015)
C (18.731, 8.926, 11.731)
C (17.652, 9.805, 11.605)
C (16.080, 12.246, 12.732)
C (17.390, 12.628, 13.193)
C (17.442, 13.973, 13.024)
C (16.139, 14.430, 12.610)
N (15.395, 13.330, 12.428)
C (15.744, 15.737, 12.356)
C (14.444, 16.241, 11.923)
C (14.207, 17.577, 11.688)
C (12.860, 17.653, 11.384)
C (12.332, 16.295, 11.419)
N (13.393, 15.471, 11.786)
C (16.859, 16.804, 12.383)
C (17.576, 17.108, 13.524)
C (18.543, 18.106, 13.503)
C (18.942, 18.618, 12.302)
Cl (20.264, 19.720, 12.225)
C (18.314, 18.201, 11.128)
C (17.231, 17.322, 11.138)
C (13.778, 9.199, 12.366)
C (12.475, 9.251, 12.180)
N (11.289, 13.498, 11.468)
H (7.605, 18.072, 8.847)
H (9.147, 16.161, 9.178)
H (10.521, 17.880, 12.813)
H (8.725, 19.722, 12.611)
H (8.261, 14.902, 11.226)
H (8.069, 12.466, 11.366)
H (10.008, 9.383, 13.491)
H (8.340, 7.614, 13.296)
H (7.220, 9.325, 9.494)
H (9.066, 10.894, 9.689)
H (15.958, 8.998, 14.402)
H (17.913, 7.374, 14.638)
H (19.501, 9.059, 10.994)
H (17.528, 10.454, 10.790)
H (18.189, 11.963, 13.302)
H (18.306, 14.602, 13.218)
H (14.902, 18.417, 11.707)
H (12.310, 18.511, 11.041)
H (17.240, 16.619, 14.382)
H (19.056, 18.461, 14.399)
H (18.823, 18.486, 10.237)
H (16.743, 17.013, 10.265)
H (14.439, 8.374, 12.542)
H (11.863, 8.362, 12.122)
N (12.397, 14.774, 8.565)
C (11.424, 13.897, 8.124)
C (10.327, 14.278, 7.409)
C (9.407, 13.458, 6.787)
C (9.655, 12.123, 6.841)
C (10.720, 11.652, 7.630)
C (11.074, 10.276, 7.616)
C (12.203, 9.834, 8.252)
C (12.978, 10.776, 8.973)
N (12.693, 12.024, 8.998)
C (11.611, 12.506, 8.302)
H (12.397, 15.779, 8.388)
H (13.295, 14.363, 8.817)
H (10.148, 15.343, 7.275)
H (8.758, 13.900, 6.041)
H (9.073, 11.363, 6.294)
H (10.373, 9.486, 7.259)
H (12.406, 8.757, 8.166)
H (13.904, 10.410, 9.538)
Se (18.058, 13.779, 8.672)
C (16.355, 13.738, 9.148)
N (15.196, 13.729, 9.354)

# 3
A single C4H3OPS molecule at a distorted geometry, computed with ωB97M-V/def2-TZVPD.

Values from the calculation:
Largest force on an atom, eV/Å: 4.79
SMILES: O=P#C/C=C/C=S
Gap between HOMO and LUMO (alpha / beta), hartree: 0.2010 / 0.2008
ΔE to the lowest compared entry with this formula, charge and spin, kcal/mol: 104.0

Positions of all 10 atoms, in Å:
O (-3.847, 1.920, -0.479)
P (-2.439, 2.235, -0.381)
C (-1.338, 0.890, -0.227)
C (-0.140, 0.339, -0.111)
C (0.477, -0.876, 0.281)
C (1.800, -1.185, 0.290)
S (3.241, -0.559, -0.384)
H (0.451, 1.180, -0.265)
H (-0.106, -1.815, 0.586)
H (1.901, -2.128, 0.689)

Repeat the first record exactly.
2 unconnected molecules or ions with the total composition C21H27N4 at a distorted geometry, computed with ωB97M-V/def2-TZVPD.

Values from the calculation:
Largest force on an atom, eV/Å: 2.10
Net charge: +1
Gap between HOMO and LUMO, hartree: 0.2554
ΔE to the lowest compared entry with this formula, charge and spin, kcal/mol: 14.5

Positions of all 52 atoms, in Å:
C (4.446, -1.253, 0.409)
N (3.670, -0.093, -0.002)
C (4.398, 1.159, -0.177)
C (2.374, -0.196, -0.269)
C (1.600, 0.868, -0.765)
C (0.227, 0.808, -0.875)
C (-0.567, 1.806, -1.541)
C (-1.964, 1.610, -1.704)
C (-2.741, 2.520, -2.413)
C (-2.158, 3.667, -2.974)
C (-0.782, 3.889, -2.819)
C (0.006, 2.978, -2.119)
H (5.411, -0.896, 0.775)
H (3.918, -1.796, 1.203)
H (4.613, -1.947, -0.429)
H (5.378, 1.027, 0.288)
H (4.538, 1.409, -1.240)
H (3.866, 1.989, 0.306)
H (1.903, -1.174, -0.098)
H (2.127, 1.755, -1.126)
H (-0.277, -0.107, -0.554)
H (-2.405, 0.714, -1.262)
H (-3.809, 2.341, -2.528)
H (-2.769, 4.382, -3.528)
H (-0.325, 4.783, -3.247)
H (1.079, 3.152, -2.025)
C (0.186, -4.399, -1.848)
C (0.675, -4.423, -0.535)
C (0.084, -3.616, 0.441)
C (-0.978, -2.772, 0.094)
C (-1.586, -1.855, 1.136)
N (-1.145, -0.488, 0.979)
C (-1.518, 0.306, 1.957)
N (-1.145, 1.608, 2.113)
C (-1.677, 2.193, 3.317)
C (-2.574, 1.098, 3.882)
N (-2.335, -0.009, 2.990)
C (-1.486, -2.766, -1.207)
C (-0.895, -3.573, -2.185)
H (0.643, -5.033, -2.609)
H (1.511, -5.071, -0.263)
H (0.435, -3.619, 1.477)
H (-2.691, -1.916, 1.033)
H (-1.305, -2.258, 2.128)
H (-0.485, 2.056, 1.491)
H (-0.875, 2.432, 4.020)
H (-2.245, 3.097, 3.095)
H (-2.311, 0.820, 4.906)
H (-3.631, 1.384, 3.860)
H (-2.778, -0.914, 3.080)
H (-2.338, -2.121, -1.439)
H (-1.292, -3.555, -3.201)